{
  "formula": "C17H20BMgN9OS4Sb",
  "method": "ωB97M-V with the def2-TZVPD basis set",
  "symbols": ["Mg", "C", "C", "C", "C", "N", "N", "B", "N", "C", "C", "C", "C", "N", "N", "C", "C", "C", "C", "N", "N", "C", "C", "C", "C", "N", "H", "H", "H", "H", "H", "H", "H", "H", "H", "H", "H", "H", "H", "H", "H", "H", "H", "H", "H", "H", "S", "Sb", "S", "S", "S", "O", "C", "N"],
  "xyz": [[-1.46179, -0.77276, -1.23610], [-4.00047, 0.20581, 1.11423], [-2.62581, 0.73189, 1.35169], [-2.19617, 1.76824, 2.19058], [-0.83725, 1.84340, 1.97855], [-0.49148, 0.89915, 1.09478], [-1.59651, 0.20961, 0.70419], [0.83704, 0.61765, 0.37399], [0.75538, 1.14549, -1.09597], [0.97107, 2.37833, -1.57482], [0.64195, 2.39968, -2.91088], [0.20380, 1.09681, -3.18075], [-0.38140, 0.53971, -4.43369], [0.27336, 0.34957, -2.09017], [1.10699, -0.88977, 0.36511], [2.19834, -1.51414, 0.83487], [2.07813, -2.85402, 0.56504], [0.84652, -2.97612, -0.10031], [0.23027, -4.23819, -0.60188], [0.26560, -1.79012, -0.21611], [2.02241, 1.32536, 1.04047], [3.16699, 1.69751, 0.43162], [4.07861, 2.04158, 1.40282], [3.38934, 1.82911, 2.61144], [3.88904, 2.01915, 4.00809], [2.16239, 1.39486, 2.38594], [-4.74281, 0.92664, 1.45727], [-4.15738, 0.03625, 0.04703], [-4.16187, -0.74402, 1.62923], [-2.79720, 2.36591, 2.85241], [-0.08461, 2.47268, 2.41656], [1.33884, 3.15904, -0.92918], [0.68475, 3.23521, -3.58626], [0.19624, 0.85108, -5.30582], [-0.41328, -0.54792, -4.38967], [-1.40718, 0.88963, -4.55033], [2.96864, -0.95886, 1.34417], [2.75905, -3.64639, 0.82092], [1.01532, -4.97576, -0.77826], [-0.46502, -4.65471, 0.12948], [-0.34362, -4.07143, -1.51248], [3.25591, 1.66490, -0.64004], [5.08625, 2.39177, 1.26183], [4.72578, 2.71772, 4.02792], [3.09948, 2.40861, 4.64901], [4.23147, 1.07740, 4.44064], [-3.93980, -5.84580, -1.22390], [-3.96978, -3.57306, -0.90947], [-2.58705, -3.50368, 1.39080], [-2.33680, -2.71443, -2.45259], [-4.05395, -3.36380, 2.69738], [-3.62506, 2.54052, -3.26165], [-3.14166, 1.64376, -2.62539], [-2.66101, 0.76096, -2.01232]],
  "s2": 0.76,
  "multiplicity": 2,
  "gap_ev": [5.391, 5.327],
  "total_charge": -2,
  "e_lumo_ev": [4.031, 4.031],
  "e_tot_ha": -3286.2200
}